No. 1
A cluster of 7 separate species, C23H46I2O7Si in total in a non-equilibrium geometry, computed with ωB97M-V/def2-TZVPD.

Last column: Mulliken charge in e.
Cartesian coordinates (Å):
1 H 2.829 -8.109 -1.380  0.25
2 H -6.533 9.214 3.139  0.31
3 C 7.086 -7.926 -1.700  -1.12
4 H 2.958 -5.797 -4.423  0.35
5 H -4.721 4.486 -1.950  0.31
6 C -4.875 8.692 4.388  0.90
7 H 1.355 -1.323 4.763  0.32
8 C -2.992 5.060 -0.828  0.91
9 O -2.819 5.968 -0.035  -0.56
10 H -2.423 -2.572 -3.604  0.26
11 C 2.289 -6.354 -2.477  0.84
12 H -3.935 5.324 4.539  0.34
13 H -4.371 2.855 3.576  0.42
14 H -0.702 -1.053 -5.234  -0.21
15 C -3.066 5.366 3.879  -0.83
16 H -0.289 -0.705 4.504  0.29
17 H 0.539 0.048 -2.198  0.19
18 H 0.592 -2.857 -4.464  -0.14
19 C -6.124 9.488 4.114  -1.12
20 O -4.801 7.942 5.346  -0.55
21 H 0.963 1.916 2.022  0.25
22 H 6.888 -6.914 -2.062  0.26
23 H 0.648 2.285 3.728  0.38
24 H -0.535 1.337 2.777  -0.06
25 O -1.420 3.652 3.943  -0.53
26 H -1.664 3.766 0.226  0.19
27 I 3.789 0.352 -4.404  0.03
28 H 2.245 -2.880 -2.234  0.33
29 H -2.287 5.959 4.363  0.30
30 H 6.103 -10.305 -0.483  0.33
31 C 2.530 -0.708 -2.965  -0.35
32 C 3.342 -6.338 -3.555  -0.99
33 H 2.806 -0.335 -1.908  0.39
34 C -1.569 -2.233 -2.903  -0.41
35 H 7.968 -8.314 -2.213  0.36
36 H 3.960 -2.376 -2.640  0.42
37 C 0.525 1.534 2.947  -0.53
38 Si -0.105 -1.656 -4.017  0.49
39 H 5.050 -10.753 -1.839  0.30
40 H -3.331 5.843 2.932  0.15
41 H -3.352 5.087 -2.937  0.34
42 C -3.484 3.002 2.957  -0.95
43 O 4.908 -8.360 -2.550  -0.44
44 H -4.345 6.220 -1.999  0.32
45 C 1.226 0.263 3.343  0.72
46 H 4.238 -5.830 -3.193  0.20
47 H 0.962 0.599 -3.889  0.36
48 H 2.849 -2.735 -4.042  0.34
49 O -2.875 -0.138 -2.401  -0.52
50 C 2.861 -2.272 -2.986  -1.26
51 H -4.025 8.558 2.428  0.28
52 C -2.176 -1.089 -1.982  0.15
53 C -3.723 8.860 3.434  -0.98
54 H 7.262 -7.885 -0.623  0.33
55 H -5.897 10.556 4.142  0.33
56 C 0.983 -0.321 -3.190  -0.48
57 H -6.869 9.268 4.881  0.31
58 C 2.622 -7.055 -1.187  -1.04
59 I -1.800 -1.202 0.181  0.02
60 H 3.486 -6.580 -0.717  0.28
61 C -3.913 5.217 -2.009  -1.16
62 H 1.770 -6.984 -0.507  0.35
63 C 0.761 -0.421 4.602  -1.08
64 C -2.294 3.736 -0.666  -1.10
65 H -3.767 3.375 1.971  0.16
66 H -1.304 -3.174 -2.291  0.36
67 H -2.979 2.041 2.835  0.14
68 C -2.549 3.977 3.624  0.74
69 H 0.895 0.244 5.457  0.32
70 H -1.662 3.540 -1.534  0.45
71 O 2.133 -0.196 2.672  -0.59
72 H -3.032 2.939 -0.547  0.31
73 C 5.896 -8.801 -1.992  0.74
74 H 3.581 -7.356 -3.856  0.37
75 O 1.208 -5.818 -2.642  -0.59
76 H -2.894 8.228 3.755  0.15
77 H -3.391 9.901 3.433  0.41
78 C 5.976 -10.243 -1.566  -1.14
79 H 6.809 -10.735 -2.073  0.35

Computed properties:
frontier orbital gap	9.43	eV
SMILES string	C[C@@H](I)C[SiH2]CC(=O)I.CC(C)=O.CC(C)=O.CC(C)=O.CC(C)=O.CC(C)=O.CC(C)=O
charge	0
LUMO energy	0.22	eV
spin multiplicity	1

No. 2
A structure of composition C23H46InN2O17S5, computed with ωB97M-V/def2-TZVPD.

Last column: Mulliken charge in e.
Cartesian coordinates (Å):
1 O 5.284 7.733 2.446  -0.52
2 N -3.105 0.723 0.276  0.69
3 C -3.637 -1.639 0.891  -0.86
4 H -0.528 -0.845 -5.264  0.34
5 O -5.079 -5.526 5.449  -0.53
6 H -0.186 -6.099 0.262  0.26
7 In -0.990 -0.592 -2.465  1.16
8 H -4.268 -1.883 1.750  -0.03
9 H -3.609 1.805 3.468  0.45
10 C 3.285 -0.163 0.269  -0.60
11 O 0.194 5.465 0.158  -0.59
12 H 0.635 1.212 -0.145  0.16
13 C -0.576 -5.096 0.458  -0.82
14 H -3.773 -0.343 -2.211  0.46
15 C 1.360 0.932 -0.916  0.21
16 H 1.887 -5.650 -5.775  0.29
17 C -6.596 -2.836 4.364  -0.25
18 H -2.195 2.010 -1.050  0.40
19 C -3.089 1.375 -1.052  -0.86
20 S 2.214 -4.133 -3.250  1.19
21 H -3.229 0.188 2.895  0.27
22 C -7.053 -3.714 3.216  -0.30
23 H -0.377 -2.383 -4.465  0.01
24 C -4.087 -0.327 0.311  0.34
25 H -6.661 -3.384 2.257  0.31
26 H 0.391 1.818 -2.626  0.38
27 H -2.204 -5.802 -0.775  0.40
28 C 8.669 7.931 3.341  -0.34
29 C -1.006 -1.487 -4.517  -0.60
30 C 3.582 4.688 0.675  -0.29
31 S -6.420 -5.200 5.118  1.08
32 C 4.293 0.029 0.905  -0.30
33 O 7.438 8.372 1.422  -0.31
34 H 0.287 -2.710 -1.212  0.35
35 C 1.829 -6.073 -4.770  -0.32
36 C 0.714 0.824 -2.302  -1.69
37 O -5.204 -0.181 -0.110  -0.62
38 O 1.171 -5.143 -3.909  -0.26
39 C -2.970 0.398 -2.215  -1.33
40 H -0.886 -2.100 -0.024  0.66
41 S 6.588 7.248 2.166  1.17
42 H -7.215 -1.955 4.503  0.31
43 H -2.599 -1.594 1.211  0.36
44 H 1.255 -6.995 -4.788  0.29
45 O -6.518 -5.007 3.540  -0.30
46 H 3.052 6.633 1.485  0.27
47 H 0.181 -4.376 0.151  0.11
48 H -3.959 2.049 -1.144  0.31
49 H 1.482 0.488 -3.010  0.47
50 H -2.700 -2.638 -4.402  0.30
51 H 4.195 4.276 -0.128  0.28
52 H -3.109 0.981 -3.134  0.40
53 H 9.400 7.221 2.952  0.29
54 H -5.550 -2.544 4.260  0.24
55 S -1.851 -3.634 -1.627  -0.26
56 H 8.999 8.319 4.300  0.30
57 C 3.203 -6.236 -4.145  -0.39
58 C 3.419 6.191 0.559  -0.18
59 O 2.181 -2.889 -3.920  -0.53
60 H 3.977 4.372 1.636  0.33
61 H 2.125 1.722 -0.914  0.04
62 H -0.711 -5.028 1.540  0.28
63 O 2.420 6.353 -0.463  -0.35
64 C -3.803 1.089 2.666  -1.26
65 C 2.077 -0.384 -0.533  0.49
66 H 9.208 9.362 1.778  0.30
67 H 3.174 -6.897 -3.276  0.28
68 O 3.542 -4.913 -3.721  -0.35
69 O 1.434 4.545 -1.771  -0.51
70 O 2.104 -4.230 -1.840  -0.56
71 C -3.390 1.699 1.330  -0.51
72 N -2.329 -1.940 -5.034  -0.73
73 H 5.139 0.227 1.513  0.46
74 C 8.341 9.017 2.333  -0.31
75 H -4.868 0.848 2.692  0.24
76 H 3.956 -6.580 -4.849  0.31
77 H -2.982 -1.166 -5.036  0.24
78 O 7.415 7.258 3.528  -0.30
79 O -6.737 -3.689 5.514  -0.33
80 C -1.900 -4.874 -0.283  -0.29
81 C -0.735 -2.356 -1.075  -1.38
82 H -4.176 2.392 0.992  0.38
83 H 1.404 -1.027 0.041  -0.06
84 H 7.832 9.863 2.797  0.28
85 H 2.341 -0.926 -1.445  -0.13
86 H 4.330 6.690 0.243  0.13
87 O -7.491 -6.008 5.584  -0.54
88 O 6.773 6.021 1.478  -0.55
89 O 2.242 4.196 0.542  -0.26
90 H -8.140 -3.787 3.166  0.29
91 S 1.416 5.105 -0.468  1.14
92 H -2.486 2.297 1.483  0.41
93 H -3.747 -2.408 0.121  0.25
94 H -2.702 -4.625 0.417  0.16

Computed properties:
frontier orbital gap	4.52	eV
charge	-1
LUMO energy	1.20	eV
spin multiplicity	1

No. 3
A structure of composition C23H46N2O6ReSi4, computed with ωB97M-V/def2-TZVPD.

Last column: Löwdin spin population.
Cartesian coordinates (Å):
1 O -0.159 1.231 1.229  0.09
2 H -0.100 -1.691 -3.399  0.00
3 Si 1.220 0.373 -2.862  0.00
4 C -3.045 -1.410 1.719  0.00
5 H -4.995 -1.253 0.893  0.00
6 H -3.457 3.420 -1.588  0.00
7 C 1.750 0.028 -1.095  0.00
8 C -1.514 -2.614 -0.863  0.01
9 H -2.775 3.052 3.323  0.00
10 H -2.634 3.379 1.598  0.00
11 C 0.634 -1.855 2.411  0.00
12 H 1.856 1.480 -4.977  0.00
13 H 5.101 0.974 -0.884  0.00
14 O 1.041 -1.363 1.277  0.02
15 H 1.497 -1.760 -4.158  0.00
16 C 1.956 -3.138 -1.165  0.00
17 H 4.800 2.703 -0.780  0.00
18 O -2.137 -3.244 -1.680  0.00
19 H 1.137 -3.119 -1.885  0.00
20 Re -0.043 -0.188 0.009  0.80
21 C 2.340 1.370 -4.002  0.00
22 C 1.762 3.130 -0.692  0.00
23 H 1.433 3.601 2.504  0.00
24 H -1.086 -0.934 3.277  0.00
25 H -0.349 2.515 -4.401  0.00
26 N -1.631 -1.677 1.400  0.01
27 C -0.874 -1.799 2.649  0.00
28 C 4.045 -1.475 -2.535  0.00
29 Si 2.699 1.523 -0.380  0.00
30 Si 2.896 -1.512 -1.028  0.00
31 C -1.505 -2.920 0.625  0.00
32 H -0.538 -3.381 0.834  0.00
33 H -2.358 3.851 -3.800  0.00
34 H 3.535 -1.687 1.397  0.00
35 C -1.969 3.102 -3.122  0.01
36 H 2.168 1.351 2.081  0.00
37 O 1.362 -2.336 3.252  0.01
38 H 0.057 4.460 3.203  0.00
39 H 4.549 -2.658 0.328  0.00
40 O -0.761 -1.579 -1.167  0.03
41 H -3.410 -2.164 2.434  0.00
42 H 3.675 0.533 1.699  0.00
43 H -1.167 -2.692 3.213  0.00
44 H -2.284 -3.646 0.869  0.00
45 Si -0.625 2.208 2.497  0.01
46 C 0.669 -1.101 -3.892  0.00
47 C 3.060 1.401 1.461  0.00
48 H -3.987 -2.430 0.065  0.00
49 H 2.577 2.366 -3.629  0.00
50 H 4.735 -2.319 -2.436  0.00
51 C -2.577 2.872 -1.898  0.00
52 H 4.845 -0.932 0.453  0.00
53 H 1.567 -3.446 -0.193  0.00
54 C 4.057 -1.686 0.440  0.00
55 H 0.254 -0.709 -4.825  0.00
56 C -2.446 2.630 2.370  0.00
57 H -3.076 1.767 2.158  0.00
58 H -0.021 2.106 4.884  0.00
59 H 3.625 2.296 1.742  0.00
60 C -3.982 -1.440 0.524  0.00
61 H 4.648 -0.570 -2.600  0.00
62 H 0.746 3.100 -0.298  0.00
63 H 0.205 4.309 1.450  0.00
64 N -0.958 1.195 -1.385  0.00
65 C 4.399 1.760 -1.164  0.00
66 C -0.269 1.355 4.129  0.00
67 H 4.382 1.830 -2.251  0.00
68 H -1.129 0.798 4.508  0.00
69 H -3.096 -0.446 2.221  0.00
70 C -0.347 1.410 -2.573  0.01
71 H 3.523 -1.605 -3.485  0.00
72 H -2.506 1.662 -0.121  0.00
73 H 2.667 -3.903 -1.491  0.00
74 H -3.470 -0.866 -1.279  0.00
75 H 3.280 0.842 -4.174  0.00
76 C -0.852 2.356 -3.456  0.00
77 H 1.704 3.384 -1.751  0.00
78 H 2.294 3.944 -0.191  0.00
79 H 0.578 0.670 4.060  0.00
80 O -3.638 -0.448 -0.429  0.00
81 C -2.047 1.906 -1.067  0.01
82 C 0.364 3.788 2.396  0.00

Computed properties:
frontier orbital gap (spin up / spin down)	7.38 / 7.31	eV
charge	0
LUMO energy (spin up / spin down)	-0.34 / -0.20	eV
<S²>	0.884
energy relative to the best compared isomer or geometry (same formula, charge and spin)	0.00	kcal/mol
spin multiplicity	2